49
Properties=species:S:1:pos:R:3:mulliken_charge:R:1 method="wB97M-V/def2-TZVPD" e_above_lowest_kcal_mol=13.5 total_charge=0 orbital_gap_ev=4.43 mol_weight_g_mol=537.3 total_energy_ev=-38705.3331 lumo_ev=-1.057 largest_force_ev_per_a=2.88 homo_ev=-5.49
Rb -5.7964 13.4138 20.3590 0.9081
Rb -11.4170 18.6128 18.5904 0.9287
O -8.9927 17.1935 18.1340 -0.7648
C -8.1024 16.3603 17.4642 1.2349
C -6.6290 16.3582 17.8574 -0.3223
O -6.2604 15.9567 19.1154 -0.9068
H -8.1423 16.5636 16.3743 -0.6037
H -8.4708 15.3173 17.5682 -0.5052
H -6.1356 17.3283 17.5972 -0.0708
H -6.1148 15.7991 17.0302 0.1091
C -9.9427 12.3982 16.5342 -1.2537
C -10.6146 13.3314 15.5274 0.7561
C -9.8069 14.5664 15.1413 -0.3073
O -9.9434 14.6865 13.7008 -0.3022
C -10.4071 13.5473 13.2245 0.5431
O -10.6132 13.2334 12.0890 -0.5924
O -10.6579 12.6705 14.2363 -0.4086
H -10.7694 12.0799 17.1771 0.2903
H -9.2628 13.0085 17.1309 0.2693
H -9.4524 11.5001 16.1789 0.3554
H -11.6354 13.6713 15.7215 0.3250
H -8.7449 14.5767 15.3809 0.2427
H -10.2243 15.4845 15.5542 0.0097
C -1.5778 16.2559 19.3755 -1.5837
C -2.8551 15.8395 18.6708 0.7182
C -2.9261 16.1540 17.1952 -0.4142
O -3.3999 14.9726 16.5823 -0.3155
C -3.5985 14.0274 17.4940 0.5894
O -4.2354 13.0364 17.2963 -0.5523
O -3.0361 14.3952 18.6718 -0.3837
H -1.3317 17.2897 19.1266 0.3780
H -0.7331 15.6651 19.0189 0.3739
H -1.7198 16.1835 20.4511 0.3574
H -3.7272 16.2349 19.1991 0.2198
H -1.9440 16.3418 16.7482 0.3803
H -3.5270 17.0559 17.0729 0.2616
C -10.3632 18.3498 14.5401 -0.9524
C -8.9773 18.9529 14.2530 0.3635
C -8.2429 19.7043 15.3474 -0.2800
O -6.9222 19.1498 15.2871 -0.3530
C -6.8361 18.2720 14.2584 0.6830
O -5.8490 17.8153 13.8089 -0.5454
O -8.0722 17.9663 13.8098 -0.3568
H -10.9560 19.1146 15.0526 0.3207
H -10.1878 17.5487 15.2708 -0.0314
H -10.9386 17.8755 13.7508 0.3808
H -9.2412 19.6184 13.4187 0.2781
H -8.6636 19.4284 16.3209 0.2456
H -8.1578 20.7798 15.2265 0.2837

52
Properties=species:S:1:pos:R:3:nbo_charge:R:1 method="wB97M-V/def2-TZVPD" total_charge=0 orbital_gap_ev=9.42 mol_weight_g_mol=553.0 total_energy_ev=-53747.2646 lumo_ev=0.178 largest_force_ev_per_a=0.84 homo_ev=-9.24 smiles="CCOC(=O)C(F)(F)F.CCOC(=O)C(F)(F)F.CCCB(CCCI)ON=O"
C -0.7810 1.9282 -4.1208 -0.6381
C -1.1784 1.3425 -5.4566 -0.0785
O -1.3219 -0.0894 -5.3672 -0.4744
C -2.4643 -0.5274 -4.8558 0.6955
O -3.3778 0.1418 -4.4676 -0.5491
C -2.4766 -2.0654 -4.8604 0.8987
F -1.3160 -2.5621 -4.4081 -0.3046
F -2.6697 -2.5166 -6.1129 -0.3100
F -3.4636 -2.5278 -4.0892 -0.3018
H 0.1250 1.4492 -3.7484 0.2181
H -0.6018 2.9989 -4.2090 0.2244
H -1.5638 1.7704 -3.3796 0.2241
H -0.4019 1.5131 -6.1989 0.1978
H -2.0990 1.7864 -5.8328 0.1983
C -4.2533 -0.0176 -0.7427 -0.6439
C -4.8083 0.8879 0.3368 -0.0783
O -4.6577 0.2984 1.6467 -0.4761
C -3.4604 0.4232 2.2010 0.6906
O -2.5109 0.9758 1.7281 -0.5415
C -3.4601 -0.2312 3.5927 0.8986
F -4.0514 -1.4356 3.5658 -0.3073
F -4.1241 0.5450 4.4664 -0.3086
F -2.2086 -0.3881 4.0358 -0.3056
H -4.7160 -1.0033 -0.6877 0.2162
H -4.4459 0.4054 -1.7282 0.2349
H -3.1771 -0.1500 -0.6293 0.2243
H -5.8788 1.0276 0.2056 0.1971
H -4.3394 1.8705 0.3183 0.1991
C 5.9549 -1.5204 1.8673 -0.6039
C 5.5943 -0.2081 2.5534 -0.3784
C 4.6970 0.6912 1.6835 -0.8522
B 3.1732 0.6440 2.0153 1.1325
C 2.4572 -0.4031 2.9364 -0.8401
C 0.9868 -0.6915 2.6188 -0.4188
C 0.7836 -1.6858 1.4952 -0.4818
I 0.9378 -0.8359 -0.4772 0.0570
O 2.3339 1.6512 1.4128 -0.6242
N 2.6876 2.9370 1.8568 0.3821
O 2.7744 3.7012 0.9816 -0.2477
H 6.6919 -1.3028 1.1020 0.2056
H 6.4346 -2.1804 2.5843 0.2082
H 5.0820 -1.9983 1.4361 0.2010
H 5.1039 -0.3690 3.5091 0.1922
H 6.5152 0.3338 2.7435 0.2010
H 4.8177 0.4916 0.6178 0.2574
H 5.0177 1.7291 1.8029 0.2402
H 3.0110 -1.3320 3.0460 0.2270
H 2.4785 0.0549 3.9323 0.2608
H 0.4139 0.2150 2.4603 0.2339
H 0.5569 -1.1668 3.5012 0.2127
H -0.2364 -2.0446 1.5468 0.2204
H 1.4152 -2.5602 1.5716 0.2149

46
Properties=species:S:1:pos:R:3:nbo_charge:R:1 method="wB97M-V/def2-TZVPD" e_above_lowest_kcal_mol=0.0 total_charge=+2 orbital_gap_ev="8.45 / 3.17" s_squared=6.02 multiplicity=5 mol_weight_g_mol=408.6 total_energy_ev=-30015.0529 lumo_ev="-6.601 / -11.871" largest_force_ev_per_a=2.83 homo_ev="-15.05 / -15.04"
H 1.1049 -1.7916 -0.0479 0.2751
N 1.4970 0.2202 -0.5537 -0.3411
B 2.4285 2.4178 -1.4860 0.5319
N 2.5376 0.8850 -1.1728 -0.3083
C 3.4976 -0.0053 -1.4820 0.0446
Pd -0.2521 1.2370 0.0496 1.2271
H 4.3977 0.3348 -1.9772 0.2622
C 3.0781 -1.2658 -1.0576 -0.2397
H 3.6061 -2.1934 -1.1599 0.2728
C 1.8080 -1.0868 -0.4799 0.0215
H 3.3798 2.8240 -2.0810 0.0194
C -1.9980 0.4252 0.6457 -0.7504
H -1.8188 0.0836 1.6827 0.2645
H -2.4929 -0.2459 -0.0690 0.2372
H -2.5197 1.4115 0.6416 0.2346
N 2.2605 3.1269 -0.0973 -0.3392
N 1.1180 2.5505 -2.3515 -0.2411
N 1.2314 2.7535 0.7387 -0.3345
N -0.0809 2.0587 -1.8516 -0.2580
C 3.0490 4.0123 0.5562 0.0446
C 0.9300 2.8711 -3.6472 0.0892
H 3.9210 4.4232 0.0716 0.2576
H 1.7530 3.2607 -4.2227 0.2799
C 2.5164 4.2095 1.8290 -0.2914
C -0.3937 2.6023 -3.9943 -0.0625
C 1.3687 3.3928 1.8986 0.0169
C -0.9985 2.0887 -2.8352 0.0134
H 2.8857 4.8490 2.5999 0.2699
H -0.8729 2.7480 -4.9448 0.2818
H 0.6613 3.2698 2.7114 0.2483
H -2.0052 1.7419 -2.6582 0.2655
H -2.1007 -1.7018 0.6152 0.4465
C -3.6374 -3.5357 0.9433 -0.6344
C -2.2300 -3.4329 1.5322 0.2425
C -2.3025 -3.0045 2.9953 -0.6306
C -1.3853 -4.6930 1.3817 -0.6204
O -1.4968 -2.4660 0.7600 -0.7587
H -4.2713 -4.2205 1.5131 0.2390
H -3.6085 -3.8931 -0.0926 0.2233
H -4.1336 -2.5550 0.9548 0.1908
H -2.9524 -3.6880 3.5548 0.2360
H -1.3104 -3.0393 3.4539 0.2180
H -2.7086 -1.9934 3.1119 0.1920
H -1.2043 -4.8897 0.3224 0.2197
H -0.4216 -4.5166 1.8642 0.2119
H -1.8340 -5.5798 1.8348 0.2326

45
Properties=species:S:1:pos:R:3:mulliken_charge:R:1 method="wB97M-V/def2-TZVPD" total_charge=+2 orbital_gap_ev="7.86 / 5.34" s_squared=3.86 multiplicity=4 mol_weight_g_mol=337.1 total_energy_ev=-50175.4820 lumo_ev="-7.546 / -10.066" largest_force_ev_per_a=9.04 homo_ev="-15.41 / -15.41"
C 0.6701 0.1311 -3.0526 -0.4420
N 0.5807 -0.1450 -1.7299 0.3291
N -0.3516 -1.1927 -1.5574 -0.0986
C -0.7526 -1.5778 -2.8042 0.0037
C -0.1560 -0.7620 -3.7557 -1.0935
B -0.4927 -2.1364 -0.2919 -0.0300
N 0.9491 -2.0844 0.3637 -0.1679
N 1.7651 -0.9576 0.6432 0.0158
C 2.9419 -1.4358 1.1607 0.0748
C 2.9742 -2.8193 0.9942 -1.1452
C 1.7263 -3.1887 0.5025 -0.0171
V 1.7268 0.8407 -0.1606 0.3249
N -1.8520 -2.3292 0.6431 0.5523
N -2.4393 -1.3799 1.4871 -0.5321
C -3.4177 -1.9702 2.1843 -0.1757
C -3.5680 -3.2983 1.7531 -0.5037
C -2.5965 -3.4760 0.7849 -0.0061
H -3.9920 -1.4875 2.9699 0.4460
H -2.3957 -4.3660 0.2246 0.4637
H -4.2977 -3.9960 2.1235 0.4255
H -0.5900 -3.2367 -0.8232 -0.1634
H 1.3230 -4.1765 0.3234 0.4430
H -1.4018 -2.4140 -2.9618 0.4995
H 3.7817 -3.4722 1.2634 0.4238
H -0.2841 -0.8127 -4.8154 0.4567
H 3.7178 -0.7837 1.5389 0.3915
H 1.3216 0.9024 -3.4346 0.4077
H 2.7417 1.0436 1.6523 0.2732
C 3.0186 1.9023 0.9988 -0.7703
H 4.1145 1.8406 0.8573 0.4296
H 2.5316 2.1342 -0.0331 0.3173
H 2.8018 2.7651 1.6477 0.4208
C -0.5399 3.7681 -1.1802 -1.3925
C -0.3080 3.3170 0.2562 0.8925
C -1.4973 3.6807 1.1421 -1.5428
C -0.0908 1.8047 0.2736 -0.6181
H -1.2733 3.0862 -1.6355 0.3563
H 0.3816 3.7250 -1.7735 0.2844
H -0.9206 4.7966 -1.2332 0.4126
H 0.5774 3.8200 0.6656 0.1783
H -2.4060 3.2808 0.6798 0.3288
H -1.3861 3.2307 2.1314 0.3926
H -1.5883 4.7693 1.2560 0.4172
H -0.3520 1.3262 1.2333 0.4207
H -0.6956 1.3331 -0.5120 0.3167

44
Properties=species:S:1:pos:R:3:nbo_charge:R:1 method="wB97M-V/def2-TZVPD" total_charge=0 orbital_gap_ev=9.53 mol_weight_g_mol=311.1 total_energy_ev=-34537.6032 lumo_ev=0.151 largest_force_ev_per_a=2.12 homo_ev=-9.38 smiles="CCCC[C@](Cc1ccccc1C)(OC(=O)[PH2]=O)B(N)O"
C -2.4110 -2.6004 -1.9309 -0.6144
C -1.7119 -3.4181 -0.8084 -0.3937
C -0.4207 -2.6367 -0.4028 -0.4007
C -0.8704 -1.4074 0.4159 -0.4314
C 0.3008 -0.6890 1.1965 -0.0671
C 0.3288 0.8537 1.0281 -0.4549
C 0.1811 1.4528 -0.3575 -0.0823
C 0.2078 0.7904 -1.5609 -0.2147
C 0.0588 1.4223 -2.7753 -0.2123
C -0.1162 2.7808 -2.8092 -0.1991
C -0.1505 3.4807 -1.6212 -0.2320
C 0.0040 2.8394 -0.4193 0.0797
C -0.0604 3.6969 0.8321 -0.6531
O 1.5778 -1.3652 1.0688 -0.5475
C 2.4052 -0.9584 0.0482 0.5241
O 2.4815 -1.5473 -1.0031 -0.4936
P 3.6098 0.5020 0.2060 1.3953
O 4.6968 0.4134 -0.7811 -1.0552
B -0.1021 -0.9113 2.7608 1.0877
N -1.3499 -0.4598 3.3119 -1.0893
O 0.7773 -1.5422 3.6405 -0.9195
H -1.6673 -2.1162 -2.5782 0.1985
H -3.0248 -3.2249 -2.5889 0.2124
H -3.0428 -1.7989 -1.5345 0.2002
H -1.4600 -4.4038 -1.2070 0.2084
H -2.3947 -3.4694 0.0464 0.1919
H 0.0567 -2.3693 -1.3485 0.2095
H 0.2553 -3.2735 0.1723 0.2225
H -1.6069 -1.8003 1.1282 0.2067
H -1.4323 -0.6919 -0.1944 0.2211
H 1.2326 1.2202 1.5418 0.2135
H -0.4996 1.2459 1.6337 0.2347
H 0.3128 -0.2904 -1.5784 0.2220
H 0.0827 0.8108 -3.6712 0.2192
H -0.2530 3.2467 -3.7805 0.2161
H -0.3088 4.5555 -1.6499 0.2080
H -0.0373 4.7644 0.6088 0.2241
H -1.0319 3.5087 1.3185 0.2149
H 0.6999 3.4236 1.5707 0.2112
H 4.1408 0.4101 1.5221 -0.0796
H 2.8595 1.6988 0.1720 -0.0623
H -1.9471 -0.0282 2.6160 0.3747
H -1.8456 -1.1692 3.8364 0.4048
H 1.4751 -0.9453 3.9256 0.5018

53
Properties=species:S:1:pos:R:3:nbo_charge:R:1 method="wB97M-V/def2-TZVPD" total_charge=0 orbital_gap_ev=9.95 mol_weight_g_mol=632.3 total_energy_ev=-212010.4084 lumo_ev=0.177 largest_force_ev_per_a=5.49 homo_ev=-9.77
O -0.5483 -2.6059 -3.8351 -0.8283
S 0.5714 -3.0309 -2.9593 2.3936
O 0.2377 -2.5736 -1.5743 -0.9080
O 0.7554 -4.6787 -2.8342 -0.6501
C 2.1980 -4.8719 -2.5988 -0.1071
C 2.9058 -3.4114 -2.5010 0.0122
C 4.4194 -3.7731 -2.7989 -0.4224
C 5.3709 -2.5306 -3.1058 -0.4834
C 5.0527 -1.2166 -2.2842 0.2521
F 4.0166 -0.5070 -2.9249 -0.3422
Br 4.7788 -1.4959 -0.3522 0.0886
C 6.3621 -0.2702 -2.4260 0.6186
F 6.6138 0.0695 -3.7543 -0.3223
F 7.4713 -0.8745 -1.8055 -0.3398
Br 6.0035 1.3852 -1.3553 0.0293
O 2.1416 -2.6544 -3.4631 -0.6228
H 2.3017 -5.4037 -1.6076 0.2093
H 2.5006 -5.5369 -3.4624 0.2033
H 2.7032 -3.1602 -1.4073 0.2433
H 4.4128 -4.4105 -3.7479 0.2250
H 4.8586 -4.4585 -2.0002 0.2488
H 6.4307 -2.8626 -2.8389 0.2494
H 5.3785 -2.3824 -4.2302 0.2548
C -1.5018 1.0186 1.1720 -0.4198
C -1.0218 -0.4053 0.8812 -0.3993
C 0.4200 -0.3094 0.3785 -0.6758
S 1.1099 1.1686 1.1158 2.1652
O 1.3936 2.1193 0.0648 -0.9482
O 2.1003 0.7933 2.1014 -0.9524
C -0.3779 1.6821 1.9574 -0.6723
H -2.4383 1.0238 1.7315 0.2456
H -1.6666 1.5521 0.2299 0.2050
H -1.0524 -0.9949 1.8026 0.2061
H -1.6601 -0.9060 0.1511 0.2320
H 1.0104 -1.1731 0.6817 0.2499
H 0.4585 -0.1954 -0.7045 0.2576
H -0.4430 2.7693 1.9669 0.2540
H -0.3326 1.2995 2.9786 0.2432
C -6.2254 3.8985 1.8905 -0.4066
C -6.5317 4.1261 3.3729 -0.4010
C -5.8078 3.0337 4.1641 -0.6804
S -4.3791 2.5733 3.1885 2.1685
O -4.5427 1.2065 2.7497 -0.9434
O -3.1798 3.0304 3.8526 -0.9392
C -4.7236 3.6547 1.8111 -0.6778
H -6.5256 4.7509 1.2790 0.2279
H -6.7672 3.0178 1.5325 0.2165
H -6.1576 5.1090 3.6750 0.2104
H -7.6050 4.1097 3.5708 0.2268
H -5.4782 3.3931 5.1385 0.2555
H -6.4320 2.1478 4.2864 0.2494
H -4.4134 3.1809 0.8804 0.2581
H -4.1658 4.5801 1.9665 0.2426

46
Properties=species:S:1:pos:R:3:nbo_charge:R:1 method="wB97M-V/def2-TZVPD" e_above_lowest_kcal_mol=64.3 total_charge=+2 orbital_gap_ev=6.45 mol_weight_g_mol=610.7 total_energy_ev=-89082.5553 lumo_ev=-7.045 largest_force_ev_per_a=4.84 homo_ev=-13.50
Ir -0.4124 0.1268 0.1137 0.5775
C -2.4677 -2.6700 0.1121 -0.5375
C -3.1221 -1.5414 -0.6289 -0.5646
S -2.0701 -0.4676 -1.6167 0.4909
C -1.3699 -1.4973 -2.9088 -0.5615
C -0.2790 -2.4474 -2.4526 -0.5613
S 0.9213 -1.5687 -1.4385 0.4050
C 1.3679 -2.8252 -0.2476 -0.5675
C 0.2300 -3.3364 0.6185 -0.5342
S -1.0452 -2.1172 1.0979 0.3293
H -2.1408 -3.4707 -0.5436 0.2391
H -3.1940 -3.0950 0.8059 0.2731
H -3.5867 -0.8491 0.0763 0.2365
H -3.9151 -1.9220 -1.2764 0.2785
H -0.9814 -0.7714 -3.6254 0.2770
H -2.1894 -2.0331 -3.3907 0.2724
H 0.2565 -2.8277 -3.3225 0.2777
H -0.6668 -3.2975 -1.8998 0.2229
H 2.1396 -2.3587 0.3578 0.2660
H 1.8358 -3.6540 -0.7810 0.2697
H 0.6523 -3.6947 1.5566 0.2728
H -0.3017 -4.1752 0.1734 0.2462
N -0.3000 0.6966 2.3219 -0.7916
C -1.2261 1.7892 2.6457 -0.2511
C -2.4952 1.5279 1.8906 -0.2405
N -2.1045 1.4074 0.4685 -0.7260
H -0.5558 -0.1457 2.8311 0.3985
H 0.6448 0.9348 2.6166 0.4266
H -0.7773 2.7242 2.3073 0.2326
H -1.4116 1.8697 3.7160 0.2417
H -3.2076 2.3371 2.0497 0.2479
H -2.9651 0.5955 2.2099 0.2059
H -1.7431 2.3148 0.1510 0.4337
H -2.9065 1.1975 -0.1188 0.4044
Cl 2.3369 0.0925 0.8399 -0.0331
C 2.9309 1.6143 0.1734 -0.0774
C 4.2753 1.9024 0.3181 -0.2100
C 4.7450 3.1034 -0.1821 -0.1740
C 3.8671 3.9872 -0.7891 -0.1929
C 2.5272 3.6680 -0.9063 -0.0719
Cl 1.4478 4.8047 -1.6419 0.0609
C 2.0198 2.4505 -0.4496 -0.1281
S 0.2913 2.1336 -0.7716 -0.1135
H 4.9362 1.2047 0.8129 0.2469
H 5.7937 3.3503 -0.0920 0.2482
H 4.2159 4.9328 -1.1810 0.2549

44
Properties=species:S:1:pos:R:3:nbo_charge:R:1 method="wB97M-V/def2-TZVPD" total_charge=+2 orbital_gap_ev="6.42 / 4.67" mol_weight_g_mol=495.1 total_energy_ev=-63452.1942 lumo_ev="-8.623 / -10.323" largest_force_ev_per_a=4.45 homo_ev="-15.04 / -15.00"
C -0.7595 -4.0388 -4.3009 -0.7692
C -0.7011 -2.9402 -3.2821 0.5273
H -1.8212 -4.2021 -4.5513 0.2917
H -0.2904 -5.0132 -4.0017 0.3346
H -0.1077 -3.7288 -5.1754 0.3134
O -1.3754 -2.2684 -2.5332 -0.5207
Cl 2.6972 -3.5129 -2.3544 -0.5612
La 0.8756 -1.7083 -1.7444 1.7409
P -0.2209 1.3989 -2.0155 0.7815
C -1.7510 2.3903 -1.9513 -0.9383
C 1.0567 2.7166 -1.9943 -0.9306
H 0.6046 0.1777 -3.9636 0.2066
H -0.0225 1.7738 -4.3944 0.2739
H -1.1307 0.4342 -4.0676 0.2515
C -0.1933 0.8996 -3.7668 -0.9391
H 2.0602 2.2673 -1.9554 0.2698
H 0.9482 3.3320 -2.8985 0.2490
H -1.7536 3.1326 -2.7644 0.2608
H -1.8315 2.9152 -0.9914 0.2514
H 0.9531 3.3395 -1.0967 0.2490
H -2.6265 1.7395 -2.0475 0.2473
C -1.4193 -0.1822 0.0182 0.4797
O -2.5011 -0.1107 0.3549 -0.4273
Cl 3.0833 -0.2682 -1.3759 -0.5989
C 2.5058 0.8586 2.0873 -0.9318
P 1.0361 -0.0745 1.4645 1.2417
C 1.5335 -1.8014 1.7009 -1.0158
C -0.0750 0.2455 2.9602 -0.3530
C -0.1197 -0.6298 4.0402 -0.1407
C -1.0361 -0.4037 5.0782 -0.1978
C -1.8699 0.7017 5.0393 -0.1173
C -1.8123 1.6248 3.9748 -0.1882
C -0.9201 1.3947 2.9187 -0.1994
H 3.2531 0.8228 1.2927 0.2762
H 2.8958 0.3940 3.0149 0.2783
H 2.2962 1.9183 2.2927 0.2777
H 2.0746 -1.9292 2.6323 0.3039
H 0.6685 -2.4916 1.6611 0.2631
H 2.2324 -2.0655 0.9182 0.2675
H 0.5340 -1.4912 4.0586 0.2142
H -1.0758 -1.0979 5.9200 0.2537
H -2.5696 0.8943 5.8356 0.2494
H -2.4587 2.5101 3.9359 0.2523
H -0.8662 2.0766 2.0274 0.2230